[1]
Computed, not measured: C3H4NP in the gas phase at a distorted geometry, with ωB97M-V/def2-TZVPD.

Each line ends with the natural charge from an NBO analysis.
Cartesian coordinates (Å):
C 0.05 0.57 1.24  -0.826
C -1.29 -1.17 -0.25  -0.459
C 0.29 0.12 -1.57  0.014
N -0.46 -0.70 -1.10  -0.256
P -1.01 -0.75 1.49  0.665
H 0.39 1.24 2.03  0.222
H -2.14 -1.62 -0.79  0.233
H 1.27 0.07 -2.07  0.217
H 0.29 1.02 0.36  0.189

## Properties
E, eV: -13950.359
Orbital gap, hartree: 0.2846
Lowest unoccupied orbital energy, Eh: -0.0045
Largest force on an atom, hartree/bohr: 0.07902
Energy above the lowest of the compared OMol25 structures with the same formula, charge and spin, kJ/mol: 287.96
2S+1: 1

[2]
Computed, not measured: Cl2S in the gas phase at a distorted geometry, with ωB97M-V/def2-TZVPD.

Each line ends with the natural charge from an NBO analysis.
Cartesian coordinates (Å):
Cl -1.93 -0.32 0.00  -0.196
S 0.16 0.77 0.00  0.296
Cl 1.75 -0.55 0.00  -0.100

## Properties
E, eV: -35878.962
Orbital gap, hartree: 0.2795
SMILES string: ClSCl
Lowest unoccupied orbital energy, Eh: -0.0890
Largest force on an atom, hartree/bohr: 0.05977
Energy above the lowest of the compared OMol25 structures with the same formula, charge and spin, kJ/mol: 67.44
2S+1: 1

[3]
Computed, not measured: a molecular structure, C53H38N12O4Pb at a distorted geometry, with ωB97M-V/def2-TZVPD.

Each line ends with the Löwdin charge.
Cartesian coordinates (Å):
Pb -25.17 -8.24 -14.70  1.345
O -22.37 -6.37 -17.43  -0.030
C -23.11 -6.47 -16.41  -0.558
N -22.94 -7.35 -15.42  -0.100
C -21.62 -7.99 -15.46  -0.190
C -21.57 -9.47 -15.43  -0.295
C -20.63 -10.16 -14.64  -0.013
C -20.70 -11.57 -14.60  -0.066
C -21.60 -12.28 -15.43  -0.059
C -22.36 -11.47 -16.31  -0.121
N -22.38 -10.12 -16.24  0.089
C -24.29 -5.59 -16.29  -0.185
C -24.43 -4.48 -17.20  0.023
C -25.53 -3.65 -17.07  -0.044
C -26.40 -3.89 -15.98  -0.050
C -26.31 -5.06 -15.25  -0.130
N -25.23 -5.86 -15.37  -0.013
H -21.08 -7.64 -16.38  0.131
H -21.04 -7.55 -14.59  0.133
H -19.91 -9.65 -14.05  0.100
H -20.09 -12.13 -13.86  0.110
H -21.65 -13.34 -15.33  0.082
H -23.10 -11.89 -17.00  0.100
H -23.72 -4.37 -18.02  0.123
H -25.75 -2.94 -17.85  0.111
H -27.14 -3.16 -15.66  0.110
H -27.04 -5.34 -14.51  0.092
C -33.20 -7.76 -26.58  -0.031
O -33.71 -7.43 -25.24  -0.078
C -32.91 -7.93 -24.19  -0.201
C -33.54 -8.11 -22.93  0.033
C -32.75 -8.38 -21.84  -0.002
C -31.34 -8.37 -21.93  -0.137
C -30.76 -8.24 -23.21  0.014
C -31.53 -8.03 -24.31  0.003
C -30.45 -8.52 -20.83  -0.207
N -29.11 -8.58 -20.92  0.224
C -28.68 -8.68 -19.67  -0.150
C -29.73 -8.55 -18.75  -0.075
N -30.85 -8.54 -19.53  0.216
C -29.59 -8.45 -17.35  -0.050
C -30.63 -8.17 -16.39  0.040
C -30.30 -8.17 -15.04  -0.026
C -28.96 -8.36 -14.66  -0.075
N -27.99 -8.69 -15.56  0.085
C -28.24 -8.68 -16.89  -0.118
C -27.13 -8.90 -17.82  -0.154
N -25.89 -9.05 -17.32  0.050
C -24.85 -9.11 -18.20  -0.063
C -25.02 -9.17 -19.59  0.004
C -26.28 -8.95 -20.13  0.037
C -27.34 -8.87 -19.21  -0.086
H -34.04 -7.47 -27.23  0.106
H -33.03 -8.86 -26.59  0.113
H -32.31 -7.15 -26.82  0.096
H -34.64 -8.08 -22.87  0.140
H -33.21 -8.60 -20.83  0.135
H -29.68 -8.09 -23.18  0.129
H -31.05 -7.93 -25.26  0.117
H -31.79 -8.42 -19.25  0.146
H -31.61 -7.85 -16.74  0.121
H -30.99 -7.90 -14.25  0.116
H -28.60 -8.25 -13.64  0.094
H -23.90 -9.17 -17.71  0.075
H -24.21 -9.44 -20.25  0.122
H -26.51 -8.81 -21.20  0.139
C -23.12 -16.67 -2.73  -0.072
O -22.89 -15.31 -3.00  -0.062
C -23.13 -14.85 -4.28  -0.199
C -22.63 -13.56 -4.49  0.037
C -22.96 -12.85 -5.65  0.053
C -23.86 -13.49 -6.61  -0.123
C -24.26 -14.83 -6.42  -0.006
C -23.99 -15.49 -5.24  0.035
C -24.05 -12.84 -7.89  -0.201
N -23.51 -11.60 -8.15  0.219
C -23.96 -11.32 -9.43  -0.139
C -24.75 -12.30 -9.92  -0.073
N -24.79 -13.31 -8.95  0.201
C -25.19 -12.36 -11.31  -0.047
C -25.91 -13.44 -11.88  0.024
C -26.23 -13.36 -13.25  -0.029
C -25.97 -12.18 -13.94  -0.089
N -25.37 -11.11 -13.39  0.094
C -24.89 -11.19 -12.13  -0.103
C -24.20 -10.02 -11.53  -0.140
N -24.13 -8.87 -12.18  0.058
C -23.59 -7.81 -11.57  -0.107
C -22.98 -7.78 -10.31  0.025
C -23.13 -8.97 -9.55  0.046
C -23.71 -10.09 -10.18  -0.065
H -22.73 -16.84 -1.66  0.136
H -22.57 -17.35 -3.41  0.106
H -24.20 -16.88 -2.72  0.095
H -22.04 -13.15 -3.67  0.137
H -22.77 -11.78 -5.77  0.121
H -24.87 -15.24 -7.24  0.122
H -24.40 -16.44 -4.95  0.112
H -25.21 -14.22 -8.98  0.147
H -26.17 -14.35 -11.32  0.122
H -26.70 -14.16 -13.77  0.104
H -26.34 -12.06 -14.98  0.125
H -23.64 -6.91 -12.17  0.109
H -22.56 -6.88 -9.96  0.109
H -22.92 -9.03 -8.47  0.134
O -25.90 -5.82 -11.31  0.068
C -26.21 -6.53 -12.21  -0.569
N -26.48 -7.22 -13.15  -0.111

## Properties
E, eV: -86882.820
Orbital gap (spin up / spin down), hartree: 0.1230 / 0.1138
Total charge: +2
Lowest unoccupied orbital energy (spin up / spin down), Eh: -0.2814 / -0.2906
Largest force on an atom, hartree/bohr: 0.07989
Energy above the lowest of the compared OMol25 structures with the same formula, charge and spin, kJ/mol: 74.76
2S+1: 1

[4]
Computed, not measured: a molecular structure, C13H29BFHgINO3S at a distorted geometry, with ωB97M-V/def2-TZVPD.

Each line ends with the natural charge from an NBO analysis.
Cartesian coordinates (Å):
C -2.70 2.87 -0.62  -0.620
C -2.82 1.29 -0.58  -0.412
C -2.41 0.72 0.84  -0.254
N -1.47 -0.41 0.81  -0.494
B -0.04 -0.07 1.10  0.531
C 0.46 1.34 0.40  -0.670
C 0.49 1.31 -1.18  -0.418
C 1.95 1.09 -1.79  -0.423
C 1.89 -0.09 -2.84  -0.621
S 0.88 0.32 -4.32  2.225
O -0.51 -0.16 -4.22  -0.865
O 1.54 -0.43 -5.48  -0.991
O 0.94 1.91 -4.73  -0.848
C 0.88 -1.28 0.35  -0.575
C 0.87 -2.66 1.08  0.189
C 2.24 -3.38 0.74  -0.628
F -0.15 -3.51 0.61  -0.370
C 0.35 0.05 2.72  -0.552
C -0.81 -0.22 3.73  -0.273
C -1.15 -1.75 3.95  -0.670
I -0.06 0.50 5.67  0.190
H -2.50 3.25 -1.65  0.221
H -1.89 3.26 0.03  0.203
H -3.65 3.31 -0.22  0.227
H -3.91 1.08 -0.73  0.230
H -2.29 0.81 -1.43  0.226
H -2.09 1.55 1.53  0.225
H -3.36 0.32 1.30  0.222
H -1.81 -1.22 1.32  0.408
H 1.54 1.45 0.73  0.217
H -0.06 2.24 0.83  0.228
H -0.15 0.51 -1.61  0.209
H 0.17 2.32 -1.53  0.219
H 2.21 2.00 -2.38  0.230
H 2.74 0.93 -1.02  0.241
H 1.46 -1.03 -2.43  0.273
H 2.91 -0.36 -3.22  0.278
H 0.22 2.37 -4.25  0.528
H 1.92 -0.92 0.17  0.241
H 0.36 -1.45 -0.63  0.245
H 0.83 -2.61 2.19  0.173
H 2.40 -3.48 -0.36  0.219
H 3.03 -2.67 1.10  0.205
H 2.38 -4.32 1.31  0.239
H 0.72 1.10 2.93  0.270
H 1.21 -0.61 3.00  0.244
H -1.74 0.36 3.55  0.222
H -1.16 -2.35 3.02  0.212
H -2.08 -1.91 4.53  0.246
H -0.32 -2.16 4.59  0.234
Hg 2.57 0.76 -6.89  0.417

## Properties
E, eV: -48075.327
Orbital gap, hartree: 0.0606
Total charge: +1
Lowest unoccupied orbital energy, Eh: -0.3001
Largest force on an atom, hartree/bohr: 0.10445
Energy above the lowest of the compared OMol25 structures with the same formula, charge and spin, kJ/mol: 157.11
2S+1: 1

[5]
Computed, not measured: 2 unconnected molecules or ions with the total composition C4H6N2 at a distorted geometry, with ωB97M-V/def2-TZVPD.

Each line ends with the natural charge from an NBO analysis.
Cartesian coordinates (Å):
C -1.66 0.84 -1.37  0.258
C -1.02 0.45 -0.20  -0.251
C 0.24 -0.26 -0.53  -0.001
C 1.62 -0.21 1.00  -0.598
N -2.32 1.24 -2.21  -0.292
N -0.92 -1.02 -0.06  -0.557
H -1.20 1.00 0.75  0.243
H 0.46 -0.34 -1.52  0.197
H 1.03 0.31 1.74  0.212
H 2.53 0.37 0.49  0.222
H 1.99 -1.19 0.97  0.215
H -0.75 -1.19 0.94  0.353

## Properties
E, eV: -7221.221
Orbital gap, hartree: 0.3997
Lowest unoccupied orbital energy, Eh: 0.0256
Largest force on an atom, hartree/bohr: 0.13666
Energy above the lowest of the compared OMol25 structures with the same formula, charge and spin, kJ/mol: 421.62
2S+1: 1

[6]
Computed, not measured: a molecular structure, C4H12N3 at a distorted geometry, with ωB97M-V/def2-TZVPD.

Each line ends with the natural charge from an NBO analysis.
Cartesian coordinates (Å):
C 0.14 -0.90 2.22  -0.131
C -0.40 -1.28 0.08  -0.089
C 0.10 1.15 -2.37  -0.609
C 0.52 0.92 -0.98  -0.233
N 0.63 -1.60 1.04  -0.556
N 0.00 0.45 1.74  -0.339
N -0.48 0.29 -0.10  -0.322
H -0.75 -1.35 2.61  0.200
H 0.89 -0.87 3.03  0.267
H -0.39 -1.75 -0.99  0.252
H -1.39 -1.61 0.42  0.223
H -0.85 1.66 -2.22  0.205
H 0.81 1.78 -2.82  0.256
H -0.06 0.31 -2.94  0.223
H 0.47 1.97 -0.51  0.234
H 1.57 0.45 -0.81  0.232
H 1.47 -1.26 0.74  0.375
H -0.82 0.92 2.12  0.370
H -1.46 0.72 -0.25  0.441

## Properties
E, eV: -8802.857
Orbital gap, hartree: 0.3602
Total charge: +1
Lowest unoccupied orbital energy, Eh: -0.1874
Largest force on an atom, hartree/bohr: 0.08334
Energy above the lowest of the compared OMol25 structures with the same formula, charge and spin, kJ/mol: 470.57
2S+1: 1

[7]
Computed, not measured: 3 unconnected molecules or ions with the total composition C3H12NO2, with ωB97M-V/def2-TZVPD.

Each line ends with the natural charge from an NBO analysis.
Cartesian coordinates (Å):
C -1.20 -0.97 1.51  -0.667
C -1.48 -0.19 0.26  0.140
C -2.04 -0.63 -0.84  -0.366
N -0.96 1.19 0.26  -0.730
H -0.26 -1.52 1.43  0.249
H -1.06 -0.32 2.37  0.221
H -2.01 -1.63 1.73  0.261
H -2.19 -0.05 -1.74  0.216
H -2.42 -1.64 -0.92  0.238
H -0.88 1.53 1.21  0.428
H -1.61 1.81 -0.24  0.436
H 0.05 1.21 -0.14  0.475
H 2.09 0.43 -0.65  0.521
H 1.63 1.69 -1.39  0.493
O 1.53 1.24 -0.54  -0.963
H 3.86 -0.82 -0.04  0.500
H 3.73 -0.51 -1.53  0.492
O 3.22 -0.83 -0.77  -0.942

## Properties
E, eV: -8884.290
Orbital gap, hartree: 0.4121
Total charge: +1
Lowest unoccupied orbital energy, Eh: -0.1107
Largest force on an atom, hartree/bohr: 0.01492
Energy above the lowest of the compared OMol25 structures with the same formula, charge and spin, kJ/mol: 56.40
2S+1: 1

[8]
Computed, not measured: 2 unconnected molecules or ions with the total composition C17H30N9O4S at a distorted geometry, with ωB97M-V/def2-TZVPD.

Each line ends with the natural charge from an NBO analysis.
Cartesian coordinates (Å):
O -1.63 -0.03 -2.11  -0.624
O -0.56 0.53 4.53  -0.699
O -4.11 2.33 1.99  -0.613
S -0.19 -3.35 -5.25  -0.160
N 2.84 0.20 -3.01  -0.480
O 1.70 -1.11 -7.02  -0.546
C -0.70 -0.43 -2.80  0.636
C -0.23 1.68 4.27  0.689
C -3.17 2.33 2.79  0.652
C 0.18 -2.04 -4.31  0.279
C 2.54 1.20 -2.21  0.217
C 0.62 0.13 -2.63  -0.083
C 1.65 -0.46 -3.29  0.339
C 0.48 -2.84 3.29  0.668
N 0.75 -3.88 2.55  -0.760
N -0.87 -1.52 -3.59  -0.595
N 1.18 1.19 -1.95  -0.510
N -3.33 2.58 4.09  -0.595
N 1.48 -1.55 -4.14  -0.410
N 0.06 -1.71 2.78  -0.580
N -0.65 2.37 3.19  -0.609
N 0.64 -2.95 4.58  -0.757
C 1.67 -0.04 -7.98  -0.248
C 0.74 2.40 5.18  -0.713
C -4.62 2.91 4.72  -0.416
C 2.85 -1.08 -6.17  -0.071
C 2.62 -2.01 -4.97  -0.237
C -0.12 -1.37 1.35  -0.223
C -0.32 0.14 1.18  -0.415
C -1.69 0.59 1.73  -0.415
C -1.76 2.04 2.26  -0.125
H 3.25 1.92 -1.83  0.222
H 1.05 -4.75 2.96  0.421
H 0.62 -3.81 1.55  0.426
H -1.81 -1.81 -3.82  0.460
H 0.67 1.91 -1.44  0.433
H -2.52 2.53 4.68  0.391
H -0.19 -0.98 3.44  0.452
H -0.24 3.29 3.09  0.410
H 0.95 -3.81 4.99  0.417
H 0.41 -2.16 5.16  0.432
H 0.83 -0.18 -8.66  0.204
H 1.56 0.92 -7.48  0.165
H 2.59 -0.03 -8.57  0.171
H 1.02 1.74 6.00  0.248
H 0.28 3.30 5.58  0.239
H 1.64 2.66 4.61  0.238
H -4.86 3.96 4.53  0.209
H -5.41 2.29 4.29  0.230
H -4.57 2.73 5.79  0.211
H 3.73 -1.42 -6.73  0.184
H 3.05 -0.07 -5.82  0.174
H 3.53 -2.03 -4.36  0.230
H 2.47 -3.03 -5.33  0.257
H -0.99 -1.90 0.94  0.215
H 0.77 -1.66 0.79  0.207
H -0.28 0.39 0.12  0.243
H 0.50 0.65 1.67  0.204
H -2.01 -0.08 2.53  0.213
H -2.42 0.48 0.93  0.262
H -1.66 2.69 1.39  0.238

## Properties
E, eV: -50548.662
Orbital gap, hartree: 0.2793
Total charge: +1
Lowest unoccupied orbital energy, Eh: -0.0912
Largest force on an atom, hartree/bohr: 0.05562
2S+1: 1

Among the records above, which one has the lowest E? C53H38N12O4Pb